The following is a quantum chemistry calculation of a 7-piece molecular cluster, C24H59F6N4O9 overall at a distorted geometry, from OMol25.

As for the HOMO-LUMO gap: 0.2748 Eh. The largest force on an atom comes out at 0.052 hartree/bohr. Its charge is -1. Its molar mass is 661.74 g/mol.

Geometry as XYZ:
```
102
Properties=species:S:1:pos:R:3:forces:R:3
O -6.1311 10.2807 -9.9667 -1.21 0.97 0.35
H -6.4650 9.3074 -9.7336 0.82 -1.28 -0.16
H -6.6277 10.9031 -9.3263 0.57 -0.22 -0.33
H -5.1429 10.4985 -10.0307 0.70 -0.92 0.49
C -7.1442 6.7330 -9.8898 0.14 1.15 1.29
O -6.1230 5.7493 -9.8237 -0.43 -0.47 -0.24
O -6.7190 7.8486 -9.3034 -0.06 1.60 -0.95
C -7.5730 6.7606 -11.3666 0.53 -0.74 0.66
F -8.5764 7.6232 -11.5787 -0.03 0.32 -0.39
F -6.5844 6.9864 -12.2499 -0.28 0.28 0.09
F -8.0314 5.5259 -11.6756 -0.51 -0.14 -0.37
C -6.5325 4.4998 -9.3378 0.42 -0.38 0.32
C -5.3186 3.5839 -9.4267 -0.86 -0.45 -0.01
H -4.4594 3.9920 -8.9046 0.11 0.11 -0.13
H -5.5762 2.6071 -8.9991 0.11 0.09 0.08
H -5.1314 3.4093 -10.4867 0.43 0.14 0.05
H -7.3478 4.0415 -9.9148 0.02 0.23 -0.06
H -6.8906 4.5958 -8.3008 0.07 0.02 -0.01
H -8.0719 6.4436 -9.3425 0.07 -0.86 -0.36
C -2.4531 11.0230 -10.2704 0.66 -2.44 0.47
O -1.7437 11.7148 -9.2300 0.18 0.88 -0.23
O -3.3939 10.2943 -9.7250 -2.10 0.61 -0.02
C -2.8652 11.8669 -11.4795 1.30 1.83 0.61
F -1.7377 12.1171 -12.2256 -0.40 -0.49 -0.55
F -3.7930 11.3204 -12.2361 0.13 0.04 -0.09
F -3.2562 13.1438 -11.1534 -0.74 -0.49 0.06
C -0.7985 12.7276 -9.5715 -0.25 -0.23 1.35
C -0.0004 13.0158 -8.2953 -0.21 -0.25 0.02
H 0.8894 13.6100 -8.5127 -0.08 0.11 0.04
H -0.6232 13.5214 -7.5542 0.06 0.11 -0.08
H 0.3152 12.0778 -7.8302 0.06 0.00 -0.18
H -1.3985 13.6113 -9.8035 0.60 0.15 -0.66
H -0.0874 12.4045 -10.3378 -0.37 0.14 -0.32
H -1.7089 10.2931 -10.6737 0.45 0.51 -0.60
C -3.3914 5.4728 -12.9932 0.35 -0.29 -1.10
C -2.8920 6.9154 -12.9884 -1.45 0.19 1.86
C -3.1642 7.6128 -14.3220 1.95 -1.78 -0.24
O -4.4926 7.4702 -14.7651 0.20 0.61 0.35
C -4.6461 7.8500 -16.1083 0.03 -0.76 -0.43
N -3.5643 7.5779 -11.8126 0.69 -0.05 -1.28
H -4.4254 5.4193 -13.3334 -0.08 0.05 0.21
H -3.3005 4.9875 -12.0281 0.02 0.22 0.19
H -2.7975 4.9000 -13.7245 -0.13 -0.05 0.11
H -1.8198 6.8848 -12.7742 0.02 0.30 -0.32
H -2.5388 7.0097 -15.0132 -0.01 0.42 -0.26
H -2.7240 8.6158 -14.3008 -0.70 0.33 -0.12
H -5.6947 7.6777 -16.3475 -0.06 0.44 -0.06
H -4.0773 7.1813 -16.7753 0.11 0.04 0.18
H -4.3061 8.8677 -16.3254 -0.25 0.10 0.19
H -4.4373 7.9181 -12.2014 -0.22 0.06 0.56
H -3.0558 8.4203 -11.5484 -0.13 -0.04 0.13
C -6.0861 11.3614 -14.8761 0.20 0.27 0.32
C -6.8246 10.4689 -13.8911 0.21 0.34 0.06
C -8.0015 9.6738 -14.5175 0.62 0.71 -0.35
O -8.5521 10.2795 -15.6772 -0.63 -0.24 0.05
C -9.5074 11.2748 -15.3930 0.92 0.25 -0.49
N -5.8878 9.5728 -13.2499 0.24 -0.60 -0.08
H -5.4055 12.0136 -14.3213 0.10 -0.26 0.06
H -6.7620 12.0397 -15.3910 -0.06 -0.21 -0.37
H -5.4823 10.7707 -15.5667 -0.18 0.08 -0.26
H -7.1409 11.1481 -13.0909 -0.56 -0.12 -0.04
H -8.7636 9.5178 -13.7473 -0.07 -0.35 -0.12
H -7.5912 8.7423 -14.9037 -0.07 -0.26 0.36
H -9.7360 11.7231 -16.3605 -0.31 0.05 0.10
H -9.0172 12.0438 -14.7876 -0.42 0.16 0.27
H -10.4117 10.8853 -14.9193 0.02 -0.02 0.12
H -5.3722 8.9994 -13.9322 -0.47 0.44 0.27
H -6.4054 8.8893 -12.7051 0.18 0.29 0.11
C -6.4814 14.0449 -8.3467 -1.11 -1.09 -0.55
C -7.8183 13.2599 -8.3508 -0.29 0.39 0.90
C -8.7099 13.5690 -9.5348 0.34 -1.05 -0.12
O -8.9897 14.9262 -9.4851 -0.23 1.23 0.09
C -9.9603 15.3600 -10.4120 0.13 -0.95 -0.78
N -7.5901 11.7991 -8.1616 0.02 0.92 -0.27
H -6.6518 14.9840 -7.8363 0.34 0.20 -0.06
H -6.2130 14.1880 -9.3938 0.42 0.25 0.13
H -5.7351 13.4231 -7.8567 0.24 0.27 0.09
H -8.4288 13.6598 -7.5200 0.26 -0.29 0.10
H -9.6229 12.9616 -9.4215 -0.06 0.07 -0.22
H -8.2120 13.2961 -10.4768 -0.10 -0.01 -0.08
H -9.8782 16.4230 -10.6215 0.03 0.12 0.52
H -10.9744 15.0715 -10.1049 0.07 0.24 0.13
H -9.7809 14.8658 -11.3788 -0.05 0.01 0.02
H -8.4772 11.2995 -8.1437 0.11 0.05 0.15
H -7.1769 11.7398 -7.2328 0.03 -0.57 -0.15
C -3.4755 11.2422 -6.0678 -0.28 0.36 0.17
C -3.4121 9.7312 -6.2051 -0.17 -0.43 0.73
C -4.6958 9.1337 -6.7239 -0.44 0.30 -0.94
O -5.7628 9.4107 -5.8227 0.12 0.17 -0.25
C -6.9675 8.8742 -6.3149 -0.18 0.11 0.24
N -2.3173 9.2158 -7.0020 0.97 0.17 -0.45
H -4.2970 11.5134 -5.3932 -0.07 0.03 -0.24
H -3.6046 11.7105 -7.0476 -0.04 -0.03 0.01
H -2.5776 11.6718 -5.6118 0.14 -0.24 -0.12
H -3.3931 9.2946 -5.1921 0.63 0.15 -0.02
H -4.6128 8.0541 -6.8785 0.21 -0.02 0.10
H -4.9387 9.5611 -7.7067 0.07 -0.06 0.02
H -7.7298 9.2493 -5.6275 -0.20 -0.34 -0.06
H -6.9294 7.7787 -6.3514 -0.12 0.03 0.17
H -7.2145 9.1694 -7.3432 0.24 0.12 0.10
H -2.3603 9.5665 -7.9667 -0.74 -0.19 0.13
H -1.4266 9.6178 -6.7097 -0.24 -0.13 0.44
```
Forces are in eV/Å.

---

The following is a quantum chemistry calculation of a 4-piece molecular cluster, C24H59N3 overall at a distorted geometry, from OMol25.

The SMILES is CCN(CC)CC.CCN(CC)CC.CCN(CC)CC.CCCCCC. As for the HOMO-LUMO gap: 0.3148 Eh. The largest force on an atom comes out at 0.245 hartree/bohr. Its charge is 0. Its molar mass is 389.76 g/mol.

Geometry as XYZ:
```
86
Properties=species:S:1:pos:R:3:forces:R:3
C 0.5243 -4.2661 -3.5452 -2.43 -3.11 1.10
C -0.9706 -3.9051 -3.8667 2.19 1.77 0.49
N -1.6560 -3.8837 -2.6614 -4.13 -0.94 2.51
C -1.2108 -3.1970 -1.5056 -0.11 0.86 2.28
C -1.1092 -1.6771 -1.6239 -0.14 1.01 2.34
C -3.0952 -3.5556 -2.7898 -0.11 -0.74 3.28
C -3.9743 -4.5098 -1.9082 -0.78 -2.30 -2.57
H 0.9780 -4.3158 -4.5164 1.21 -0.02 0.12
H 0.5428 -5.2672 -2.8962 0.08 1.53 -1.96
H 0.8540 -3.5947 -2.7643 0.59 0.75 -0.71
H -1.6135 -4.3671 -4.6422 1.09 -0.23 0.33
H -0.8422 -2.8446 -4.0635 -0.05 0.68 -1.64
H -0.2654 -3.3913 -1.0754 1.70 -1.31 -0.57
H -1.7554 -3.5253 -0.5426 -0.24 0.65 -1.72
H -2.1078 -1.1625 -1.5391 1.05 -0.28 -0.64
H -0.4931 -1.3929 -2.4868 -0.53 0.12 0.16
H -0.5332 -1.3423 -0.6734 -0.93 -0.46 -1.83
H -3.3826 -3.6950 -3.7280 -0.92 -1.43 -4.39
H -3.4656 -2.4864 -2.7676 0.96 -0.56 1.13
H -5.0367 -4.4586 -2.1170 -0.45 0.94 -0.52
H -3.9753 -4.3246 -0.8903 0.71 0.21 2.16
H -3.9433 -5.6960 -2.1190 1.11 2.66 0.47
C 0.1037 -0.2527 1.4752 2.61 -3.19 -1.56
C -1.1665 -1.0797 1.8229 0.97 -2.30 -2.99
N -1.4929 -1.3504 3.1661 -0.88 2.17 2.60
C -2.9266 -1.4944 3.3600 1.30 -4.30 1.09
C -3.5174 -2.7772 2.6079 -3.42 4.14 2.02
C -0.6451 -2.3440 3.9712 -5.44 2.73 -0.21
C -0.5877 -1.7764 5.3755 7.01 -1.08 -2.12
H 0.3110 0.0460 0.3002 -0.43 -1.45 3.15
H 1.0799 -0.5032 2.1097 -1.74 -0.20 -1.87
H -0.0774 0.6289 1.8686 -1.15 4.72 1.91
H -1.2005 -2.1281 1.4375 1.06 0.31 -1.09
H -1.9189 -0.6546 1.1256 -0.41 0.24 1.34
H -3.4688 -0.6772 3.1407 -1.47 3.14 -1.66
H -3.1966 -1.5488 4.4501 0.66 -0.61 -0.71
H -4.5735 -2.9200 2.9599 0.51 0.47 -0.13
H -3.1427 -3.6356 2.9132 2.52 -3.96 1.33
H -3.6442 -2.7888 1.5774 0.42 0.52 -2.07
H 0.2592 -2.1607 3.6171 4.20 -0.40 -1.99
H -1.1456 -3.2631 3.7330 0.59 -1.14 0.57
H 0.0016 -0.7978 5.2394 -1.31 -1.27 0.68
H 0.0858 -2.4786 5.9740 -0.59 0.89 -0.54
H -1.4127 -1.7426 5.8835 -4.94 0.76 2.62
C 5.8516 0.3906 -1.3317 -7.41 8.56 -4.17
C 4.3581 0.6251 -0.9932 0.43 -0.09 -4.11
N 3.4673 0.0312 -2.0025 -0.32 1.66 -0.40
C 3.6157 -1.3567 -2.2309 -3.79 -0.51 2.34
C 3.3517 -2.2579 -0.9836 -0.89 3.94 2.68
C 2.0845 0.5675 -2.0214 0.74 -5.61 -0.75
C 1.2842 0.4062 -3.3365 0.99 1.99 0.84
H 6.1776 -0.4332 -1.3429 4.29 -11.83 0.92
H 6.2302 1.0364 -0.7446 3.77 3.83 4.82
H 6.2051 0.7865 -2.2892 -0.91 0.18 -0.47
H 4.1488 1.6755 -0.9125 0.12 1.02 -1.00
H 4.1806 0.4547 -0.0056 -0.64 -2.04 3.15
H 4.5512 -1.4892 -2.6007 2.72 -1.06 -1.35
H 2.8031 -1.6621 -2.9193 0.86 0.14 -0.21
H 3.2543 -3.2003 -1.2565 -0.16 -4.63 -1.52
H 2.3415 -2.0856 -0.4269 1.45 0.35 -1.17
H 4.0831 -2.2502 -0.1491 -0.01 0.35 -0.69
H 2.2638 1.5132 -1.8687 0.24 5.40 0.81
H 1.6318 0.1519 -1.1463 -1.17 -0.23 0.53
H 1.0334 -0.5541 -3.7206 0.66 -0.98 -0.32
H 1.8532 1.0801 -4.0254 -0.80 -0.94 -0.10
H 0.2975 0.8198 -3.1530 -0.13 0.53 0.00
C -2.8061 7.1211 1.0533 9.20 -3.42 -4.33
C -1.7258 7.4041 2.0761 0.98 0.77 -2.04
C -0.3225 7.0646 1.6107 1.94 -3.61 3.76
C -0.0295 5.4823 1.2882 -1.96 2.52 1.23
C 1.4441 5.1577 0.9869 -0.46 -1.66 1.12
C 1.5804 3.5875 0.8767 -1.30 1.36 -1.85
H -2.3296 7.7105 0.2509 -1.62 -0.36 -0.71
H -3.6116 7.3694 1.4149 -8.57 3.28 3.05
H -2.9221 6.0210 0.7863 0.58 1.30 0.13
H -2.0450 6.9025 2.8843 -0.24 -2.03 3.52
H -1.8039 8.4472 2.3445 0.16 0.51 -0.02
H 0.5327 7.2791 2.3629 -1.73 -0.14 -0.25
H 0.0772 7.5971 0.8636 0.55 2.29 -3.50
H -0.6633 5.3011 0.3782 0.43 -0.58 1.01
H -0.4965 5.0412 2.3039 1.30 0.02 -2.60
H 2.0743 5.2740 1.8687 -0.15 0.94 0.25
H 1.9419 5.7278 0.1714 -0.76 -0.46 0.27
H 1.0560 3.2225 -0.0855 0.90 0.18 1.62
H 1.1506 3.1526 1.7867 0.05 -0.09 -0.42
H 2.6377 3.4454 0.8526 0.71 -0.87 -0.25
```
Forces are in eV/Å.